No. 1
ORCA calculation (ωB97M-V/def2-TZVPD) on a molecular structure, C22H32BCoF10N7O5S4.

Positions of all 82 atoms, in Å:
Co1 0.165 -0.304 -0.371
F1 2.645 1.711 1.740
C1 3.637 1.723 0.868
F2 4.481 0.731 1.142
F3 4.290 2.881 0.952
S1 2.991 1.499 -0.840
O1 2.156 0.312 -0.787
O2 4.153 1.435 -1.659
N1 2.179 2.817 -1.132
S2 0.637 3.005 -0.955
O3 -0.056 1.935 -0.262
O4 0.021 3.517 -2.146
C2 0.563 4.401 0.241
F4 -0.725 4.682 0.486
F5 1.154 4.079 1.380
F6 1.142 5.483 -0.267
S3 0.104 -0.641 -2.629
C3 -0.914 0.624 -3.210
N2 -1.994 1.011 -2.554
C4 -2.858 2.099 -2.992
C5 -2.805 2.208 -4.507
C6 -1.354 2.305 -4.949
N3 -0.613 1.185 -4.382
H1 -2.155 0.555 -1.658
H2 -2.531 3.032 -2.531
H3 -3.867 1.880 -2.645
H4 -3.351 3.091 -4.835
H5 -3.272 1.331 -4.959
H6 -0.914 3.242 -4.600
H7 -1.266 2.260 -6.033
H8 0.283 0.934 -4.765
F7 0.080 -0.086 1.662
B1 -0.221 0.394 3.033
F8 0.709 1.317 3.412
F9 -1.512 0.945 2.986
F10 -0.210 -0.743 3.844
C7 0.764 -5.756 2.002
N4 0.753 -4.304 1.881
C8 1.552 -3.616 2.891
C9 0.497 -3.700 0.689
S4 1.436 -2.390 0.184
N5 -0.519 -4.205 -0.042
C10 -0.740 -3.776 -1.415
C11 -1.649 -4.906 0.550
H9 1.772 -6.077 2.274
H10 0.506 -6.222 1.056
H11 0.074 -6.106 2.774
H12 1.340 -4.082 3.853
H13 1.278 -2.566 2.940
H14 2.621 -3.699 2.679
H15 0.209 -3.550 -1.890
H16 -1.364 -2.880 -1.452
H17 -1.234 -4.587 -1.951
H18 -1.596 -4.869 1.634
H19 -1.689 -5.950 0.229
H20 -2.569 -4.411 0.233
C12 -4.442 0.423 3.419
N6 -3.912 -0.511 2.433
N7 -3.429 -0.025 1.232
C13 -2.411 -0.805 0.798
O5 -1.809 -0.557 -0.293
C14 -2.253 -1.835 1.755
C15 -3.136 -1.578 2.761
C16 -3.252 -2.219 4.096
C17 -3.951 1.145 0.615
C18 -3.154 2.279 0.551
C19 -3.682 3.433 -0.010
C20 -4.988 3.450 -0.482
C21 -5.772 2.305 -0.417
C22 -5.250 1.140 0.126
H21 -4.895 1.263 2.901
H22 -3.644 0.794 4.063
H23 -5.211 -0.079 4.003
H24 -1.478 -2.578 1.753
H25 -2.651 -3.124 4.119
H26 -4.285 -2.470 4.338
H27 -2.864 -1.543 4.860
H28 -2.148 2.244 0.947
H29 -3.070 4.324 -0.065
H30 -5.397 4.359 -0.904
H31 -6.787 2.318 -0.791
H32 -5.842 0.235 0.186

As for the expectation value of S²: 0.7601. As for the LUMO energy (spin up / spin down): -0.07 / 0.28 eV. The calculation puts the total energy at -5616.349862 hartree. The value obtained for the highest occupied orbital energy (spin up / spin down) is -8.2 / -8.5 eV. Its spin multiplicity is 2. For the max |F|, the calculation gives 0.53 eV/A. As for the energy above the lowest of the compared OMol25 structures with the same formula, charge and spin: 0.0 kJ/mol. For the gap between HOMO and LUMO (spin up / spin down), the calculation gives 0.299 / 0.324 Eh.

=====

No. 2
ORCA calculation (ωB97M-V/def2-TZVPD) on a molecular structure, C22H32Cl2N5O2SY.

Positions of all 65 atoms, in Å:
Y1 0.328 0.837 0.478
C1 3.342 -0.717 -0.292
N1 2.728 0.065 0.802
C2 3.521 1.298 1.020
C3 2.750 -0.743 2.047
C4 1.814 -0.183 3.099
N2 0.395 -0.309 2.681
C5 -0.458 0.495 3.588
C6 -0.026 -1.727 2.794
H1 4.375 -0.982 -0.048
H2 3.342 -0.132 -1.210
H3 2.780 -1.639 -0.446
H4 4.482 1.053 1.482
H5 2.992 2.008 1.657
H6 3.706 1.775 0.064
H7 3.766 -0.772 2.454
H8 2.478 -1.769 1.797
H9 2.025 0.872 3.286
H10 1.972 -0.713 4.044
H11 -0.387 0.130 4.617
H12 -1.499 0.418 3.270
H13 -0.144 1.538 3.565
H14 0.224 -2.103 3.790
H15 0.465 -2.344 2.045
H16 -1.098 -1.801 2.637
Cl1 1.579 2.135 -1.776
C7 2.000 3.858 -1.478
C8 3.333 4.122 -1.246
C9 3.695 5.430 -0.965
C10 2.726 6.418 -0.965
C11 1.410 6.128 -1.296
Cl2 0.312 7.450 -1.430
C12 0.988 4.818 -1.576
N3 -0.291 4.446 -1.973
C13 -1.514 5.044 -1.568
C14 -2.414 5.449 -2.543
C15 -3.629 6.010 -2.185
C16 -3.942 6.189 -0.846
C17 -3.046 5.769 0.124
C18 -1.835 5.175 -0.218
C19 -0.919 4.690 0.871
C20 -0.513 3.262 0.744
O1 0.492 2.814 1.429
O2 -1.112 2.440 -0.009
H17 4.073 3.339 -1.302
H18 4.728 5.678 -0.768
H19 2.989 7.448 -0.766
H20 -0.334 3.941 -2.843
H21 -2.144 5.355 -3.588
H22 -4.319 6.331 -2.954
H23 -4.878 6.645 -0.556
H24 -3.289 5.890 1.172
H25 -1.428 4.765 1.838
H26 -0.001 5.273 0.987
C21 -3.118 -3.021 -2.859
N4 -2.642 -2.498 -1.581
C22 -2.384 -1.226 -1.341
N5 -2.469 -0.334 -2.334
S1 -1.995 -0.702 0.257
H27 -3.096 -4.105 -2.814
H28 -2.459 -2.711 -3.669
H29 -4.141 -2.696 -3.051
H30 -2.569 -3.122 -0.794
H31 -2.856 -0.587 -3.230
H32 -2.507 0.642 -2.084

As for the LUMO energy: -5.77 eV. The calculation puts the total energy at -2638.371374 hartree. The value obtained for the highest occupied orbital energy is -12.8 eV. For the max |F|, the calculation gives 0.54 eV/A. Its total charge is +2. For the gap between HOMO and LUMO, the calculation gives 0.259 Eh.

=====

No. 3
ORCA calculation (ωB97M-V/def2-TZVPD) on a single C22H32ClN2O6PS3 molecule.

Positions of all 67 atoms, in Å:
C1 4.131 -2.891 2.971
C2 3.914 -3.234 1.437
S1 2.093 -3.259 1.142
C3 1.853 -3.023 -0.670
C4 1.396 -1.577 -1.050
C5 0.450 -1.345 -2.012
C6 -0.316 -2.447 -2.815
C7 -1.779 -2.514 -2.180
C8 -1.820 -3.159 -0.744
C9 -2.734 -2.346 0.279
C10 -2.057 -0.965 0.622
C11 -3.055 0.220 0.941
C12 -4.255 0.363 -0.062
S2 -5.836 -0.424 0.508
C13 -5.955 -0.177 2.306
N1 -5.918 -1.102 3.285
N2 -6.006 -0.383 4.439
C14 -6.090 0.925 4.145
O1 -6.068 1.116 2.784
C15 0.055 0.141 -2.319
O2 -0.423 0.406 -3.401
C16 0.229 1.248 -1.231
P1 -0.850 2.754 -1.361
O3 -1.309 3.292 -0.022
C17 1.158 1.016 -0.259
C18 1.390 2.041 0.906
C19 2.074 3.342 0.317
C20 3.650 3.194 0.217
C21 4.178 3.037 -1.255
S3 3.729 4.425 -2.373
O4 4.770 4.707 -3.351
O5 2.516 4.022 -3.103
Cl1 3.184 6.111 -1.271
C22 1.987 -0.314 -0.353
O6 3.083 -0.319 0.168
H1 3.149 -2.564 3.407
H2 4.487 -3.825 3.471
H3 4.840 -2.035 3.099
H4 4.350 -2.459 0.752
H5 4.382 -4.212 1.167
H6 2.830 -3.213 -1.200
H7 1.147 -3.811 -1.026
H8 0.206 -3.432 -2.821
H9 -0.346 -2.077 -3.876
H10 -2.435 -3.051 -2.919
H11 -2.143 -1.448 -2.159
H12 -0.799 -3.233 -0.298
H13 -2.270 -4.187 -0.851
H14 -2.788 -2.952 1.225
H15 -3.768 -2.274 -0.138
H16 -1.332 -0.596 -0.143
H17 -1.455 -1.135 1.562
H18 -3.347 0.141 2.017
H19 -2.454 1.173 0.854
H20 -4.498 1.438 -0.279
H21 -4.009 -0.148 -1.037
H22 -6.143 1.754 4.876
H23 -0.134 3.754 -2.078
H24 -2.007 2.346 -2.098
H25 2.057 1.616 1.707
H26 0.426 2.293 1.422
H27 1.749 4.210 0.950
H28 1.692 3.543 -0.717
H29 3.975 2.284 0.786
H30 4.099 4.118 0.658
H31 3.869 2.082 -1.748
H32 5.300 3.021 -1.200

As for the LUMO energy: -1.48 eV. The calculation puts the total energy at -3414.413030 hartree. The value obtained for the highest occupied orbital energy is -8.9 eV. For the max |F|, the calculation gives 4.99 eV/A. For the gap between HOMO and LUMO, the calculation gives 0.274 Eh.

=====

No. 4
ORCA calculation (ωB97M-V/def2-TZVPD) on a molecular structure, C22H32CoF5N9O2SSiTe.

Positions of all 74 atoms, in Å:
Co1 0.240 -0.031 0.079
C1 2.728 -2.802 -1.854
C2 1.934 -1.635 -1.372
N1 0.666 -1.602 -1.139
N2 -0.062 -2.747 -1.324
C3 -1.432 -2.777 -1.387
N3 -1.909 -3.990 -0.980
S1 -2.392 -1.576 -1.958
C4 2.638 -0.359 -1.146
C5 3.969 -0.165 -1.452
C6 4.523 1.092 -1.262
C7 3.725 2.114 -0.790
C8 2.400 1.842 -0.488
N4 1.881 0.635 -0.658
H1 2.135 -3.676 -2.091
H2 3.448 -3.067 -1.073
H3 3.278 -2.529 -2.755
H4 0.394 -3.602 -1.038
H5 -1.449 -4.442 -0.204
H6 -2.912 -4.070 -1.005
H7 4.574 -0.984 -1.810
H8 5.569 1.262 -1.477
H9 4.114 3.109 -0.629
H10 1.744 2.598 -0.083
C9 0.481 1.868 3.178
C10 -0.242 2.395 1.980
C11 -0.896 3.613 1.970
C12 -1.536 4.046 0.802
C13 -1.535 3.281 -0.338
C14 -0.872 2.043 -0.283
N5 -0.241 1.661 0.860
N6 -0.713 1.071 -1.195
Si1 -0.738 1.350 -2.917
C15 0.206 2.939 -3.279
C16 -2.471 1.548 -3.590
C17 0.160 0.000 -3.850
H11 1.016 2.673 3.680
H12 1.188 1.087 2.899
H13 -0.215 1.429 3.896
H14 -0.888 4.222 2.863
H15 -2.053 4.998 0.803
H16 -2.061 3.581 -1.232
H17 -0.219 3.808 -2.775
H18 0.205 3.146 -4.352
H19 1.249 2.849 -2.962
H20 -3.012 2.362 -3.103
H21 -3.058 0.637 -3.469
H22 -2.416 1.780 -4.657
H23 1.208 -0.062 -3.551
H24 0.143 0.255 -4.913
H25 -0.308 -0.976 -3.728
F1 3.123 0.037 3.430
Te1 2.507 -1.612 2.709
F2 2.507 -3.442 1.708
F3 4.099 -1.399 1.656
F4 3.529 -2.460 4.124
F5 0.938 -1.317 3.956
O1 1.563 -0.789 1.267
C18 -4.414 0.394 2.744
N7 -3.336 -0.531 2.408
C19 -3.130 -1.655 3.120
C20 -2.136 -2.499 2.796
C21 -1.230 -2.090 1.776
N8 -1.369 -0.945 1.099
C22 -2.530 -0.201 1.303
O2 -2.878 0.718 0.598
N9 -0.233 -2.941 1.462
H26 -5.142 -0.128 3.361
H27 -4.883 0.742 1.830
H28 -4.021 1.254 3.287
H29 -3.813 -1.839 3.939
H30 -1.958 -3.407 3.348
H31 0.027 -3.606 2.176
H32 0.590 -2.489 1.064

As for the expectation value of S²: 0.7643. As for the LUMO energy (spin up / spin down): -0.97 / -0.98 eV. The calculation puts the total energy at -4338.752047 hartree. The value obtained for the highest occupied orbital energy (spin up / spin down) is -7.0 / -7.8 eV. Its spin multiplicity is 2. For the max |F|, the calculation gives 0.61 eV/A. As for the energy above the lowest of the compared OMol25 structures with the same formula, charge and spin: 0.0 kJ/mol. For the gap between HOMO and LUMO (spin up / spin down), the calculation gives 0.220 / 0.250 Eh.

=====

No. 5
ORCA calculation (ωB97M-V/def2-TZVPD) on 2 unconnected molecules or ions with the total composition C22H32F3N6O5S2.

Positions of all 70 atoms, in Å:
C1 5.196 -3.393 -0.590
C2 4.165 -3.776 -1.654
S1 3.373 -2.355 -2.424
C3 2.168 -1.824 -1.163
C4 1.403 -0.683 -1.825
N1 0.305 -1.241 -2.673
C5 -1.004 -1.420 -1.984
C6 -2.027 -1.858 -3.041
C7 -2.122 -3.360 -3.253
O1 -3.031 -3.839 -3.844
O2 -1.088 -4.119 -2.730
C8 -1.364 -0.057 -1.371
C9 -2.701 -0.250 -0.623
C10 -2.901 0.703 0.559
C11 -4.154 0.336 1.298
F1 -4.142 0.669 2.613
C12 -5.267 -0.236 0.771
F2 -5.269 -1.417 0.158
F3 -6.482 0.282 0.812
N2 -1.464 0.868 -2.523
C13 -1.820 2.030 -2.368
S2 -2.175 3.513 -2.131
O3 -0.414 0.317 -0.425
C14 0.946 0.431 -0.857
C15 1.298 1.832 -1.374
C16 2.712 2.257 -0.929
N3 2.748 2.499 0.502
N4 3.673 1.207 -1.277
N5 3.074 3.518 -1.608
H1 4.718 -3.001 0.304
H2 5.738 -4.292 -0.301
H3 5.896 -2.677 -1.010
H4 4.644 -4.385 -2.415
H5 3.409 -4.407 -1.187
H6 1.523 -2.664 -0.902
H7 2.723 -1.462 -0.306
H8 2.111 -0.220 -2.506
H9 0.205 -0.686 -3.523
H10 0.633 -2.164 -2.977
H11 -0.944 -2.173 -1.206
H12 -1.735 -1.446 -4.010
H13 -3.018 -1.468 -2.844
H14 -0.430 -4.241 -3.430
H15 -2.786 -1.277 -0.279
H16 -3.483 -0.026 -1.346
H17 -3.084 1.709 0.183
H18 -2.081 0.677 1.272
H19 1.542 0.310 0.041
H20 1.155 1.931 -2.451
H21 0.618 2.506 -0.855
H22 3.229 1.733 0.956
H23 3.307 3.334 0.635
H24 3.878 1.251 -2.273
H25 4.557 1.448 -0.840
H26 3.069 3.323 -2.604
H27 2.308 4.175 -1.477
C17 -3.072 0.937 5.751
C18 -1.921 0.171 5.625
C19 -0.789 0.709 5.034
C20 -0.831 2.014 4.580
C21 -1.970 2.790 4.691
C22 -3.097 2.243 5.281
N6 0.377 2.602 3.978
O4 1.363 1.898 3.885
O5 0.322 3.759 3.623
H28 -3.952 0.516 6.218
H29 -1.904 -0.846 5.992
H30 0.110 0.120 4.937
H31 -1.981 3.807 4.328
H32 -3.995 2.837 5.378

As for the LUMO energy: -3.00 eV. The calculation puts the total energy at -2657.808344 hartree. The value obtained for the highest occupied orbital energy is -11.0 eV. For the max |F|, the calculation gives 1.72 eV/A. Its total charge is +1. For the gap between HOMO and LUMO, the calculation gives 0.294 Eh.

=====

No. 6
ORCA calculation (ωB97M-V/def2-TZVPD) on a molecular structure, C22H32F4NO5PReS.

Positions of all 67 atoms, in Å:
Re1 -0.048 -0.847 0.208
C1 2.154 -3.343 0.663
O1 0.894 -2.931 0.099
C2 0.266 -3.882 -0.761
C3 -1.173 -3.446 -0.887
O2 -1.164 -2.012 -1.160
C4 -2.310 -1.548 -1.936
H1 2.015 -4.275 1.210
H2 2.467 -2.559 1.348
H3 2.891 -3.464 -0.130
H4 0.306 -4.876 -0.310
H5 0.781 -3.904 -1.724
H6 -1.730 -3.613 0.035
H7 -1.669 -3.953 -1.713
H8 -2.354 -2.141 -2.848
H9 -2.138 -0.501 -2.160
H10 -3.219 -1.668 -1.351
F1 0.725 0.235 6.395
C5 0.219 -0.351 5.314
F2 -1.100 -0.129 5.289
F3 0.411 -1.672 5.419
C6 0.871 0.178 4.055
C7 1.840 1.161 4.093
C8 2.412 1.634 2.910
C9 1.992 1.110 1.714
N1 1.056 0.143 1.681
C10 0.493 -0.324 2.815
S1 -0.698 -1.546 2.425
H11 2.148 1.564 5.048
H12 3.168 2.405 2.927
H13 2.383 1.451 0.765
F4 -4.046 3.834 0.030
C11 -3.168 2.840 0.082
C12 -1.840 3.107 -0.207
C13 -0.928 2.068 -0.156
C14 -1.329 0.763 0.178
C15 -2.684 0.548 0.491
C16 -3.608 1.576 0.439
H14 -1.543 4.117 -0.455
H15 0.111 2.286 -0.362
H16 -3.025 -0.431 0.807
H17 -4.649 1.420 0.688
C17 1.073 -1.378 -5.258
C18 1.000 -1.630 -3.775
O3 1.088 -0.347 -3.086
P1 1.547 -0.138 -1.590
O4 1.936 1.381 -1.560
C19 1.815 2.365 -2.653
C20 2.466 3.639 -2.190
O5 2.864 -0.946 -1.304
C21 4.219 -0.573 -1.752
C22 4.423 -0.817 -3.225
H18 0.979 -2.325 -5.789
H19 2.025 -0.925 -5.532
H20 0.265 -0.721 -5.578
H21 1.820 -2.262 -3.431
H22 0.051 -2.086 -3.494
H23 0.751 2.492 -2.855
H24 2.295 1.947 -3.535
H25 1.976 4.032 -1.299
H26 2.384 4.386 -2.979
H27 3.523 3.487 -1.975
H28 4.871 -1.192 -1.143
H29 4.369 0.472 -1.483
H30 4.241 -1.860 -3.484
H31 5.459 -0.589 -3.476
H32 3.784 -0.177 -3.835

As for the expectation value of S²: 3.7834. As for the LUMO energy (spin up / spin down): -5.71 / -7.52 eV. The calculation puts the total energy at -2505.266042 hartree. The value obtained for the highest occupied orbital energy (spin up / spin down) is -14.1 / -14.4 eV. Its spin multiplicity is 4. For the max |F|, the calculation gives 0.59 eV/A. As for the energy above the lowest of the compared OMol25 structures with the same formula, charge and spin: 0.0 kJ/mol. Its total charge is +2. For the gap between HOMO and LUMO (spin up / spin down), the calculation gives 0.309 / 0.253 Eh.

=====

No. 7
ORCA calculation (ωB97M-V/def2-TZVPD) on 3 unconnected molecules or ions with the total composition C22H32INO6S2.

Positions of all 64 atoms, in Å:
C1 6.566 -1.499 -0.947
C2 5.665 -1.505 -2.275
C3 4.209 -0.801 -2.083
C4 4.335 0.602 -1.321
C5 2.988 1.483 -1.277
C6 2.004 1.293 -2.524
N1 0.954 0.260 -2.371
C7 0.664 -0.651 -3.468
O1 0.771 -0.512 -4.707
C8 0.083 -1.920 -2.645
C9 -0.204 -3.361 -3.099
C10 -0.728 -4.340 -1.979
C11 -0.942 -3.859 -0.496
I1 -1.610 -5.240 1.078
C12 -0.688 -2.364 -0.063
C13 -0.174 -1.430 -1.170
C14 0.216 0.142 -1.125
O2 -0.082 1.013 -0.279
H1 6.252 -2.297 -0.170
H2 7.629 -1.823 -1.276
H3 6.698 -0.468 -0.464
H4 6.287 -1.003 -3.104
H5 5.447 -2.611 -2.524
H6 3.552 -1.545 -1.519
H7 3.782 -0.716 -3.154
H8 5.217 1.229 -1.698
H9 4.589 0.349 -0.220
H10 2.516 1.333 -0.252
H11 3.329 2.590 -1.305
H12 1.518 2.320 -2.728
H13 2.652 1.082 -3.455
H14 -0.040 -3.687 -4.176
H15 -0.951 -5.433 -2.216
H16 -0.848 -1.985 0.995
C15 -2.632 2.638 -0.599
C16 -3.899 2.946 -1.400
C17 -4.275 4.403 -1.123
S1 -2.745 5.248 -0.736
O3 -2.793 5.678 0.643
O4 -2.414 6.152 -1.814
C18 -1.693 3.811 -0.844
H17 -2.181 1.694 -0.904
H18 -2.877 2.569 0.466
H19 -3.696 2.815 -2.468
H20 -4.718 2.272 -1.137
H21 -4.737 4.873 -1.992
H22 -4.936 4.489 -0.258
H23 -0.892 3.880 -0.109
H24 -1.277 3.778 -1.853
C19 -2.445 -0.231 5.221
C20 -2.780 -1.473 6.050
C21 -3.093 -2.607 5.072
S2 -2.169 -2.251 3.581
O5 -3.103 -1.978 2.514
O6 -1.099 -3.215 3.441
C22 -1.481 -0.703 4.140
H25 -2.006 0.559 5.833
H26 -3.357 0.164 4.762
H27 -1.915 -1.744 6.664
H28 -3.618 -1.293 6.726
H29 -2.784 -3.575 5.466
H30 -4.153 -2.631 4.814
H31 -1.399 -0.009 3.304
H32 -0.492 -0.908 4.558

As for the LUMO energy: -0.99 eV. The calculation puts the total energy at -2457.540573 hartree. The value obtained for the highest occupied orbital energy is -8.8 eV. For the max |F|, the calculation gives 4.82 eV/A. For the gap between HOMO and LUMO, the calculation gives 0.287 Eh.